[1]
117
Properties=species:S:1:pos:R:3:lowdin_charge:R:1 method="wB97M-V/def2-TZVPD" relative_energy_kcal_mol=0.0 smiles=CC1(C)CCCC(C)(C)N1O.CC1(C)CCCC(C)(C)N1O.CC1(C)CCCC(C)(C)N1O.CC(C)O.CC(C)O.O e_homo_ha=-0.2846 e_lumo_ev=0.428 homo_lumo_gap_ev=8.17
C -3.40 4.06 1.08 -0.038
C -3.49 2.64 0.55 -0.505
C -3.23 1.61 1.66 -0.023
C -4.87 2.38 -0.06 -0.136
C -5.09 2.98 -1.44 -0.180
C -3.99 2.50 -2.37 -0.138
C -2.59 2.88 -1.89 -0.517
C -1.57 2.13 -2.73 -0.034
C -2.36 4.39 -2.07 -0.015
N -2.46 2.41 -0.50 -0.102
O -1.17 2.52 0.03 -0.043
H -3.92 4.79 0.47 0.070
H -3.85 4.09 2.08 0.088
H -2.37 4.38 1.26 0.084
H -4.01 1.55 2.43 0.088
H -3.07 0.60 1.30 0.075
H -2.33 1.94 2.19 0.066
H -5.05 1.30 -0.04 0.095
H -5.60 2.77 0.65 0.124
H -6.08 2.72 -1.83 0.112
H -5.20 4.06 -1.31 0.109
H -4.14 2.88 -3.39 0.121
H -4.17 1.42 -2.41 0.111
H -0.55 2.26 -2.36 0.083
H -1.57 2.44 -3.77 0.091
H -1.75 1.05 -2.64 0.069
H -2.79 4.99 -1.27 0.062
H -2.78 4.65 -3.05 0.085
H -1.29 4.59 -2.06 0.085
H -0.84 1.61 0.08 0.048
C -5.86 -5.30 -1.19 -0.041
C -5.43 -3.90 -1.66 -0.510
C -6.14 -3.51 -2.96 -0.024
C -5.81 -2.90 -0.54 -0.134
C -5.10 -1.57 -0.61 -0.178
C -3.61 -1.70 -0.84 -0.149
C -3.19 -2.70 -1.90 -0.501
C -3.24 -1.98 -3.29 -0.018
C -1.71 -3.00 -1.68 -0.036
N -3.97 -3.93 -1.80 -0.110
O -3.54 -4.90 -2.73 -0.008
H -6.85 -5.33 -0.75 0.085
H -5.81 -5.99 -2.04 0.078
H -5.11 -5.74 -0.53 0.084
H -7.22 -3.53 -2.80 0.087
H -5.89 -2.48 -3.21 0.061
H -5.90 -4.16 -3.80 0.086
H -6.90 -2.79 -0.62 0.120
H -5.68 -3.44 0.40 0.119
H -5.53 -1.02 -1.46 0.109
H -5.36 -0.96 0.26 0.106
H -3.09 -1.92 0.09 0.123
H -3.23 -0.71 -1.13 0.106
H -2.45 -1.24 -3.25 0.072
H -4.16 -1.41 -3.40 0.065
H -3.13 -2.68 -4.12 0.087
H -1.16 -3.24 -2.60 0.090
H -1.59 -3.81 -0.96 0.086
H -1.14 -2.18 -1.23 0.050
H -3.16 -5.60 -2.19 0.105
C 5.88 0.96 -1.37 -0.025
C 5.26 0.68 0.01 -0.501
C 3.81 1.20 0.00 -0.027
C 5.19 -0.83 0.29 -0.128
C 6.51 -1.46 0.81 -0.151
C 7.09 -0.58 1.91 -0.152
C 7.21 0.93 1.63 -0.506
C 7.45 1.54 3.02 -0.026
C 8.42 1.16 0.73 -0.033
N 5.93 1.39 1.09 -0.108
O 5.87 2.79 0.93 -0.014
H 5.85 2.03 -1.59 0.085
H 6.93 0.68 -1.47 0.062
H 5.32 0.48 -2.18 0.085
H 3.39 1.08 1.01 0.069
H 3.78 2.27 -0.23 0.082
H 3.17 0.65 -0.69 0.091
H 4.29 -1.08 0.85 0.089
H 5.02 -1.31 -0.68 0.105
H 6.33 -2.45 1.21 0.107
H 7.14 -1.44 -0.08 0.106
H 8.11 -0.90 2.14 0.122
H 6.56 -0.80 2.85 0.113
H 8.51 1.40 3.25 0.080
H 6.88 1.12 3.85 0.082
H 7.33 2.63 2.97 0.079
H 9.33 1.10 1.33 0.078
H 8.40 2.18 0.33 0.089
H 8.50 0.53 -0.16 0.066
H 5.63 3.10 1.81 0.099
C 1.17 -4.11 1.45 -0.051
C 2.20 -3.14 0.93 -0.486
C 2.44 -3.29 -0.56 -0.034
O 1.99 -1.78 1.31 -0.071
H 1.43 -5.13 1.15 0.083
H 0.17 -3.87 1.05 0.074
H 1.05 -4.11 2.53 0.081
H 3.16 -3.39 1.40 0.135
H 3.46 -2.99 -0.79 0.062
H 1.75 -2.76 -1.22 0.081
H 2.30 -4.32 -0.90 0.081
H 2.33 -1.73 2.21 0.104
C 0.88 1.64 2.69 -0.044
C 1.70 2.83 3.22 -0.450
C 0.78 3.83 3.91 -0.053
O 2.62 2.32 4.21 -0.081
H -0.05 1.98 2.24 0.052
H 0.62 0.99 3.53 0.089
H 1.40 1.05 1.94 0.044
H 2.38 3.23 2.46 0.134
H 1.35 4.70 4.24 0.079
H 0.37 3.39 4.82 0.081
H -0.05 4.18 3.29 0.073
H 2.09 2.06 4.97 0.073
O -0.09 -0.15 0.05 -0.046
H -0.71 -0.86 -0.13 0.011
H 0.70 -0.59 0.40 0.016

=====

[2]
120
Properties=species:S:1:pos:R:3:lowdin_charge:R:1 method="wB97M-V/def2-TZVPD" relative_energy_kcal_mol=20.7 smiles=CC1(C)CCCC(C)(C)N1O.CC1(C)CCCC(C)(C)N1O.CC1(C)CCCC(C)(C)N1O.OCCO.OCCO.OCCO e_homo_ha=-0.3045 e_lumo_ev=0.369 homo_lumo_gap_ev=8.65
C 0.35 6.25 3.25 -0.026
C 1.21 6.95 2.17 -0.518
C 1.76 8.24 2.77 -0.046
C 2.40 6.05 1.79 -0.126
C 1.96 4.89 0.91 -0.182
C 1.16 5.38 -0.30 -0.134
C -0.07 6.25 0.05 -0.509
C -0.47 6.94 -1.26 -0.030
C -1.20 5.37 0.53 -0.022
N 0.43 7.28 0.99 -0.078
O -0.63 8.19 1.31 -0.031
H 0.17 5.20 2.99 0.063
H 0.80 6.19 4.24 0.086
H -0.61 6.75 3.38 0.078
H 0.95 8.92 3.05 0.078
H 2.40 8.15 3.65 0.084
H 2.29 8.82 2.01 0.088
H 3.23 6.58 1.32 0.121
H 2.77 5.61 2.72 0.120
H 2.85 4.33 0.62 0.112
H 1.32 4.16 1.43 0.094
H 0.83 4.51 -0.87 0.115
H 1.84 5.90 -0.98 0.119
H -1.10 7.80 -0.98 0.080
H -0.90 6.28 -2.00 0.085
H 0.39 7.47 -1.68 0.085
H -0.79 4.54 1.11 0.069
H -1.76 4.86 -0.25 0.082
H -1.94 5.85 1.18 0.082
H -1.36 7.63 1.63 0.074
C -1.52 -6.23 -1.84 -0.010
C -0.25 -7.05 -1.56 -0.525
C -0.48 -8.08 -0.43 -0.032
C 0.17 -7.85 -2.78 -0.147
C 0.66 -6.97 -3.95 -0.177
C 1.86 -6.14 -3.51 -0.139
C 1.67 -5.42 -2.15 -0.501
C 3.06 -5.13 -1.60 -0.038
C 0.94 -4.09 -2.42 -0.031
N 0.92 -6.26 -1.21 -0.107
O 0.69 -5.57 0.00 -0.021
H -2.43 -6.81 -1.79 0.086
H -1.60 -5.40 -1.12 0.076
H -1.38 -5.67 -2.76 0.058
H -1.13 -8.86 -0.82 0.082
H 0.48 -8.53 -0.18 0.086
H -0.96 -7.62 0.43 0.080
H 1.05 -8.45 -2.51 0.124
H -0.55 -8.57 -3.16 0.123
H 0.93 -7.62 -4.79 0.112
H -0.14 -6.31 -4.29 0.098
H 2.07 -5.46 -4.34 0.123
H 2.74 -6.78 -3.44 0.116
H 3.68 -6.02 -1.42 0.089
H 3.04 -4.52 -0.69 0.066
H 3.62 -4.52 -2.31 0.088
H 0.16 -4.12 -3.18 0.077
H 1.69 -3.36 -2.74 0.076
H 0.57 -3.65 -1.49 0.068
H 1.52 -5.62 0.49 0.101
C -1.14 -1.77 0.89 -0.022
C -2.50 -1.20 1.31 -0.500
C -3.39 -1.10 0.08 -0.033
C -3.21 -2.13 2.30 -0.121
C -2.54 -2.15 3.67 -0.187
C -2.49 -0.75 4.22 -0.142
C -1.79 0.24 3.27 -0.506
C -2.09 1.65 3.80 -0.048
C -0.26 0.06 3.35 -0.017
N -2.37 0.14 1.93 -0.109
O -1.93 1.17 1.09 -0.021
H -0.44 -1.09 0.41 0.056
H -0.60 -2.27 1.70 0.075
H -1.27 -2.60 0.19 0.078
H -4.44 -0.89 0.27 0.085
H -3.11 -0.27 -0.58 0.066
H -3.25 -2.01 -0.51 0.081
H -4.26 -1.84 2.36 0.120
H -3.08 -3.11 1.82 0.124
H -3.02 -2.85 4.36 0.113
H -1.52 -2.54 3.61 0.101
H -1.89 -0.75 5.13 0.123
H -3.50 -0.43 4.49 0.124
H -1.44 2.42 3.37 0.073
H -1.94 1.76 4.88 0.085
H -3.15 1.87 3.65 0.090
H 0.23 0.43 2.44 0.070
H 0.09 -0.98 3.32 0.071
H 0.15 0.65 4.17 0.086
H -0.95 1.08 1.04 0.064
O 5.70 -0.02 0.64 -0.050
C 4.69 -1.02 0.51 -0.258
C 4.72 -2.16 1.51 -0.233
O 4.10 -1.84 2.76 -0.066
H 5.57 0.37 1.51 0.081
H 3.70 -0.56 0.66 0.103
H 4.65 -1.36 -0.53 0.120
H 5.78 -2.41 1.69 0.122
H 4.17 -3.01 1.12 0.105
H 4.54 -1.05 3.10 0.078
O 0.35 1.30 -2.87 -0.058
C 0.50 0.11 -2.09 -0.245
C 1.52 0.21 -1.00 -0.245
O 1.12 1.29 -0.16 -0.078
H -0.58 1.37 -3.10 0.039
H -0.46 -0.21 -1.67 0.114
H 0.85 -0.63 -2.82 0.118
H 2.52 0.42 -1.40 0.123
H 1.62 -0.71 -0.42 0.107
H 0.95 2.04 -0.75 0.076
O -4.30 3.51 -4.85 -0.054
C -3.58 2.30 -5.00 -0.255
C -3.03 1.66 -3.73 -0.225
O -2.24 2.62 -3.01 -0.069
H -5.23 3.34 -4.70 0.084
H -4.21 1.56 -5.51 0.120
H -2.78 2.54 -5.70 0.122
H -2.35 0.89 -4.12 0.114
H -3.84 1.22 -3.14 0.122
H -2.69 2.78 -2.18 0.092